(1)
A cluster of 9 separate species, C57H61N8O4P in total in a non-equilibrium geometry, computed with ωB97M-V/def2-TZVPD.

HOMO-LUMO gap in eV: 7.1
Electronic energy in Ha: -3288.888958
Charge: 0

CARTESIAN COORDINATES (ANGSTROEM)
P: -3.60 1.96 -3.55
O: 0.85 3.39 -1.56
O: -1.50 0.34 -5.11
O: 4.06 5.17 -1.21
O: 3.29 3.05 -2.79
N: -7.46 1.91 -5.21
N: 6.19 4.06 2.37
N: 1.28 -6.13 7.21
N: -1.67 -0.99 -1.23
N: 0.48 -0.32 7.63
N: -0.91 -2.50 3.52
N: 4.47 -0.13 4.03
N: -8.49 -4.54 -6.83
C: -1.75 2.00 -3.50
C: -7.57 -4.83 -7.74
C: 1.99 -8.41 7.35
C: -7.11 -5.61 -5.19
C: 0.77 -2.19 -0.64
C: -0.27 -3.21 5.72
C: 3.41 -1.56 2.42
C: -1.32 -1.26 0.02
C: 1.16 2.17 -3.57
C: 3.27 1.58 -4.65
C: 1.04 0.22 8.71
C: 7.99 4.20 3.94
C: -4.03 1.67 -1.79
C: 4.07 0.65 1.80
C: -1.11 2.78 -2.62
C: 2.57 2.29 -3.66
C: 8.81 3.46 3.10
C: 3.06 5.63 -0.31
C: -0.97 1.18 -4.43
C: 8.30 3.02 1.89
C: -6.76 0.86 -4.80
C: 0.10 -7.84 6.01
C: 2.10 -7.06 7.67
C: -3.55 4.18 -5.18
C: -6.93 -0.42 -5.31
C: 4.55 0.81 3.09
C: -7.87 -0.62 -6.30
C: 1.21 0.70 -5.49
C: 3.91 -1.29 3.68
C: 2.59 0.80 -5.57
C: 3.40 5.17 1.10
C: 0.50 1.36 -4.50
C: -8.62 0.47 -6.74
C: -1.34 -2.52 6.27
C: -8.37 1.71 -6.16
C: 6.70 4.47 3.53
C: -6.16 -5.91 -6.15
C: 0.36 2.84 -2.51
C: -8.25 -4.93 -5.58
C: -2.19 -1.83 5.43
C: 2.13 1.07 8.67
C: 4.01 4.15 -3.36
C: -0.10 -3.16 4.34
C: 2.69 1.37 7.43
C: -4.04 3.72 -3.81
C: 0.30 -6.52 6.39
C: 0.97 -8.80 6.50
C: -0.80 -1.31 -2.19
C: 6.99 3.35 1.57
C: 0.42 -1.91 -1.95
C: 3.49 -0.56 1.46
C: -1.93 -1.85 4.07
C: 2.12 0.81 6.30
C: -6.39 -5.51 -7.46
C: -0.12 -1.85 0.38
C: 3.76 5.40 -2.55
C: 1.02 -0.02 6.45
H: -7.78 -4.50 -8.75
H: -6.97 -5.90 -4.16
H: -1.49 -2.51 7.34
H: -3.34 0.97 -1.33
H: 6.02 5.04 4.16
H: 3.54 2.02 7.35
H: 3.54 6.03 1.75
H: -4.00 2.59 -1.21
H: 9.83 3.23 3.38
H: -0.72 -8.10 5.35
H: 2.54 1.48 9.58
H: -9.37 0.36 -7.51
H: 3.68 4.34 -4.38
H: 0.69 0.09 -6.22
H: -2.58 -1.31 3.37
H: 2.60 4.55 1.47
H: -4.20 4.95 -5.59
H: -8.93 2.58 -6.48
H: 4.29 4.56 1.05
H: 3.10 -0.73 0.46
H: -5.26 -6.44 -5.89
H: 1.72 -2.66 -0.40
H: 6.55 3.03 0.63
H: 0.58 -0.04 9.66
H: 2.51 1.02 5.32
H: 2.74 5.73 -2.72
H: 8.90 2.44 1.20
H: 0.55 -0.47 5.59
H: 5.06 3.89 -3.36
H: 0.85 -9.84 6.23
H: -3.04 -1.27 5.82
H: -5.03 1.25 -1.71
H: 3.86 -2.04 4.46
H: -5.12 3.76 -3.74
H: 0.10 -2.04 1.42
H: 4.41 6.17 -2.97
H: 5.01 1.74 3.39
H: 3.16 0.29 -6.33
H: -8.03 -1.60 -6.72
H: 2.69 -9.13 7.75
H: -1.10 -1.06 -3.20
H: -5.68 -5.72 -8.24
H: -1.66 3.38 -1.91
H: -6.32 -1.24 -4.94
H: 2.93 6.71 -0.37
H: 8.35 4.56 4.89
H: 2.89 -6.71 8.33
H: 2.96 -2.52 2.20
H: -0.36 -5.74 6.04
H: -9.02 -4.68 -4.85
H: -6.03 1.05 -4.03
H: -2.56 4.62 -5.07
H: -3.45 3.35 -5.88
H: 1.09 -2.14 -2.77
H: 0.73 -3.68 3.87
H: 2.10 5.20 -0.59
H: 0.43 -3.75 6.34
H: -2.04 -0.99 0.78
H: 4.34 1.67 -4.67
H: -3.62 4.36 -3.04
H: 4.15 1.45 1.08



(2)
A structure of composition C57H63Ge2N2NaO4S2, computed with ωB97M-V/def2-TZVPD.

HOMO-LUMO gap in eV: 6.2
Electronic energy in Ha: -7732.859019
Charge: -2

CARTESIAN COORDINATES (ANGSTROEM)
Ge: 1.91 -2.26 -1.27
Ge: 3.23 -0.21 -1.36
S: -2.73 -1.38 -1.63
S: 0.15 0.87 -2.86
Na: 0.09 1.13 0.28
O: -0.47 0.00 2.01
O: 0.04 0.38 -4.26
O: -1.52 -2.17 -1.28
O: 1.08 2.99 -0.54
N: -1.69 2.58 1.00
N: -0.96 0.75 -1.92
C: 0.93 4.29 -0.20
C: 0.37 6.76 -3.73
C: -4.10 -2.54 -1.39
C: 3.58 4.58 2.57
C: 0.76 5.20 -1.44
C: -2.66 -3.30 4.97
C: -2.38 3.98 -0.78
C: 3.37 0.85 0.30
C: 3.59 -5.31 -1.18
C: 4.55 -1.70 -1.27
C: -1.52 3.68 0.26
C: 3.60 0.32 -4.22
C: -3.44 3.12 -1.04
C: 0.51 7.37 -2.49
C: -2.40 3.19 5.03
C: -2.82 -1.39 -3.43
C: 4.08 -6.59 -1.01
C: -7.32 -5.29 -0.70
C: -3.28 -1.13 4.14
C: 3.32 5.19 -0.10
C: -2.06 -0.99 3.49
C: -6.45 -3.00 -1.32
C: -5.41 -2.12 -1.55
C: 0.92 -2.69 0.38
C: 4.53 5.38 0.53
C: -3.60 1.99 -0.26
C: 1.20 -2.81 -3.04
C: 2.20 4.70 0.58
C: 0.17 -4.02 0.40
C: -3.83 -3.82 -0.96
C: 4.67 5.08 1.88
C: 3.04 0.09 1.58
C: 0.63 4.61 -2.69
C: 6.18 -5.68 -0.28
C: 0.29 -4.03 -3.14
C: 5.38 -6.79 -0.57
C: 0.71 6.59 -1.36
C: 3.83 -2.83 -1.12
C: -1.51 1.42 3.63
C: -2.79 0.50 1.62
C: -0.04 2.83 4.94
C: -1.63 0.24 2.63
C: 5.68 -4.40 -0.46
C: -2.59 2.14 4.14
C: 0.43 5.38 -3.83
C: -2.68 1.74 0.76
C: -0.23 1.79 4.05
C: 3.64 1.00 -2.85
C: 4.38 -4.19 -0.92
C: -1.12 3.54 5.43
C: -4.88 -4.70 -0.73
C: -6.20 -4.31 -0.92
C: 2.36 4.39 1.93
C: -0.36 4.54 0.68
C: -3.58 -2.27 4.88
C: -1.14 -2.03 3.59
C: -1.44 -3.18 4.33
H: 2.58 0.03 -4.47
H: 1.70 -2.68 1.15
H: -2.79 -4.11 -0.80
H: 1.98 -0.19 1.65
H: -4.02 -0.34 4.09
H: 2.11 -2.97 -3.63
H: 7.19 -5.83 0.08
H: 5.77 -7.79 -0.42
H: -0.42 -4.11 1.32
H: -3.79 -0.98 -3.74
H: -7.14 -5.91 0.18
H: 3.95 0.99 -5.01
H: -5.62 -1.09 -1.83
H: 1.54 3.97 2.49
H: -2.80 -0.38 0.96
H: 3.26 0.70 2.47
H: -3.77 0.51 2.11
H: -4.41 1.28 -0.45
H: 2.57 -5.16 -1.52
H: 5.38 5.75 -0.03
H: 4.40 1.21 0.32
H: 5.62 5.22 2.38
H: 2.97 1.85 -2.80
H: -8.27 -4.77 -0.55
H: 0.97 3.11 5.23
H: -2.89 -4.20 5.54
H: -7.48 -2.67 -1.44
H: 0.60 1.24 3.61
H: -3.60 1.90 3.82
H: -4.66 -5.71 -0.39
H: 4.65 1.36 -2.61
H: 0.69 3.53 -2.72
H: -7.44 -5.96 -1.55
H: -0.21 -1.91 3.06
H: -2.01 -0.75 -3.76
H: -0.62 -3.87 -2.56
H: 5.64 -1.70 -1.29
H: -2.70 -2.42 -3.77
H: 6.30 -3.55 -0.21
H: 2.74 1.74 0.18
H: -4.12 3.32 -1.86
H: -3.26 3.75 5.40
H: 0.77 -4.94 -2.78
H: 0.21 7.37 -4.62
H: 0.71 -1.93 -3.45
H: 0.24 -1.86 0.60
H: -0.64 5.60 0.66
H: 3.62 -0.84 1.66
H: -0.97 4.37 6.12
H: 3.67 4.33 3.62
H: 0.86 -4.87 0.36
H: 0.83 7.07 -0.39
H: -4.54 -2.36 5.37
H: 0.31 4.89 -4.79
H: 3.23 5.40 -1.16
H: 3.45 -7.44 -1.22
H: -2.22 4.87 -1.39
H: 0.48 8.45 -2.40
H: 0.00 -4.21 -4.18
H: 4.23 -0.57 -4.24
H: -0.70 -3.97 4.39
H: -0.16 4.27 1.72
H: -0.51 -4.10 -0.44